Entry 1:
Density functional theory data (ωB97M-V/def2-TZVPD) for the molecule C23H23ClN2O6.

The geometry in XYZ format:
```
55
C23H23ClN2O6 ωB97M-V/def2-TZVPD
C -0.3522 -4.5859 -2.3264
C -0.4937 -3.1031 -2.0038
C -1.2075 -2.8480 -0.6702
C -2.7096 -3.0881 -0.7840
C -0.9210 -1.4032 -0.2057
N 0.4940 -1.2223 0.0289
C 1.1637 -0.1149 -0.3731
O 0.6568 0.7449 -1.0724
C 2.5866 -0.0579 0.0665
C 3.3528 -1.2076 0.2424
C 4.6765 -1.1155 0.6285
C 5.2398 0.1332 0.8478
Cl 6.8892 0.2472 1.3396
C 4.4945 1.2885 0.6669
C 3.1756 1.1872 0.2687
C -1.6408 -1.0826 1.0993
O -1.1567 -1.2777 2.1834
O -2.8401 -0.5388 0.9008
C -3.5041 -0.0713 2.0706
C -2.6996 1.0048 2.8152
O -2.8182 1.1386 4.0079
C -1.7883 1.8110 1.9831
C -0.5905 2.2509 2.5457
C 0.3297 2.9430 1.7851
C 0.0579 3.2339 0.4536
C -1.1750 2.8545 -0.0986
C -2.0794 2.1335 0.6562
N -1.4716 3.2679 -1.3935
C -0.5546 3.8115 -2.2329
O -0.8373 4.2230 -3.3331
C 0.8628 3.7930 -1.6834
O 0.9696 3.9206 -0.2749
H 0.1896 -5.1000 -1.5355
H -1.3229 -5.0608 -2.4410
H 0.1969 -4.7141 -3.2559
H 0.5021 -2.6573 -1.9628
H -1.0449 -2.6044 -2.8031
H -0.7946 -3.5244 0.0874
H -2.9019 -4.0765 -1.1914
H -3.1908 -3.0277 0.1886
H -3.1637 -2.3488 -1.4395
H -1.2281 -0.6871 -0.9735
H 0.8712 -1.7676 0.7901
H 2.9294 -2.1822 0.0502
H 5.2727 -2.0051 0.7576
H 4.9449 2.2544 0.8314
H 2.5887 2.0787 0.1188
H -3.6861 -0.8963 2.7669
H -4.4583 0.3389 1.7329
H -0.3850 2.0116 3.5769
H 1.2674 3.2686 2.2061
H -3.0229 1.8530 0.2128
H -2.4112 3.1337 -1.7434
H 1.2980 2.8310 -1.9965
H 1.4402 4.6120 -2.1155
```

Energy relative to the best compared isomer or geometry (same formula, charge and spin) in kJ/mol: 6.5
E_tot in eV: -52013.798
Maximum force in Eh/bohr: 0.0141
Molar mass in g mol⁻¹: 458.90
Gap between HOMO and LUMO in eV: 8.751
SMILES: CC[C@H](C)[C@H](NC(=O)c1ccc(Cl)cc1)C(=O)OCC(=O)c1ccc2c(c1)NC(=O)CO2
E_LUMO in eV: 0.31

=====

Entry 2:
Density functional theory data (ωB97M-V/def2-TZVPD) for a structure of composition C5H12NS.

The geometry in XYZ format:
```
19
C5H12NS ωB97M-V/def2-TZVPD
C 1.6340 -0.7570 0.3894
N 0.7384 0.4242 -0.0142
C -0.2976 -0.3547 0.1442
C -1.1734 -0.3686 1.3254
S -2.8768 -1.0631 1.0631
C -2.3952 1.5344 -1.5053
C 3.0818 -0.3056 0.1032
H 1.5321 -1.6326 -0.2661
H 1.5678 -1.1208 1.4125
H -1.9747 0.5657 -1.7657
H -0.5503 -1.1682 -0.5615
H -1.2372 0.5560 1.8933
H -0.7336 -1.1464 1.9672
H -2.2877 1.7780 -0.4496
H -1.8563 2.2856 -2.0965
H -3.4615 1.4683 -1.6991
H 3.3713 0.5790 0.6618
H 3.1799 -0.1361 -0.9657
H 3.7390 -1.1380 0.3638
```

Energy relative to the best compared isomer or geometry (same formula, charge and spin) in kJ/mol: 299.1
E_tot in eV: -17702.691
Maximum force in Eh/bohr: 0.0647
Charge: -1
Molar mass in g mol⁻¹: 118.22
Gap between HOMO and LUMO in eV: 6.380
E_LUMO in eV: 3.73

=====

Entry 3:
Density functional theory data (ωB97M-V/def2-TZVPD) for a cluster of 13 separate species, C26H78O13 in total.

The geometry in XYZ format:
```
117
C26H78O13 ωB97M-V/def2-TZVPD
C 3.9447 4.3608 1.2866
C 5.0406 4.4913 0.2109
O 5.3908 5.8392 0.0277
H 3.5071 3.3629 1.3123
H 3.0830 4.9966 1.0835
H 4.2970 4.6143 2.2865
H 4.6436 4.0495 -0.7030
H 5.8625 3.8567 0.5426
H 6.1083 6.0831 0.6170
C 4.7363 0.5579 0.1649
C 4.7413 0.5057 1.6978
O 3.5225 0.8904 2.2165
H 5.6897 0.2409 -0.2577
H 4.5465 1.5924 -0.1214
H 3.9484 -0.1057 -0.1914
H 5.6281 1.0355 2.0455
H 4.8246 -0.5450 1.9755
H 3.7030 0.9602 3.1567
C 2.4582 -2.5053 -0.9171
C 1.6621 -3.3787 -1.8390
O 2.4492 -3.7056 -2.9233
H 2.0501 -2.6442 0.0840
H 2.3743 -1.4450 -1.1552
H 3.5034 -2.8137 -0.9412
H 0.7452 -2.8927 -2.1725
H 1.3367 -4.2696 -1.3019
H 1.9102 -4.1802 -3.5604
C -0.4300 0.0238 -0.6847
C 0.3673 0.1806 0.6096
O 1.5533 0.9148 0.2596
H -0.7077 1.0154 -1.0422
H -1.3997 -0.3939 -0.4138
H 0.0591 -0.5894 -1.4415
H 0.5056 -0.7882 1.0895
H -0.1785 0.8595 1.2648
H 2.1840 0.8862 0.9828
C -2.1841 -1.5898 -3.9748
C -2.2167 -3.1486 -4.0296
O -3.0706 -3.6794 -3.0412
H -1.2392 -1.1840 -4.3364
H -2.3153 -1.2364 -2.9521
H -2.9650 -1.1660 -4.6063
H -1.2058 -3.4932 -3.8119
H -2.4439 -3.4730 -5.0451
H -2.5301 -3.9535 -2.2968
C -1.8553 1.9549 -3.6698
C -3.3823 2.0444 -3.8980
O -3.8679 2.4745 -2.6295
H -1.6017 1.2189 -2.9068
H -1.3746 2.9283 -3.5723
H -1.3591 1.4934 -4.5235
H -3.8116 1.0719 -4.1388
H -3.7220 2.6939 -4.7047
H -4.8276 2.4953 -2.6427
C -3.4765 2.1498 1.3467
C -3.8292 3.4442 0.6810
O -2.8759 3.8176 -0.3028
H -4.2981 1.7183 1.9184
H -2.6389 2.2073 2.0419
H -3.2588 1.3624 0.6252
H -3.9274 4.2665 1.3896
H -4.7788 3.3905 0.1484
H -3.0995 3.3986 -1.1371
C 1.1100 -3.6422 2.6704
C 1.1910 -4.4042 3.9622
O 2.5493 -4.6712 4.3119
H 1.7646 -2.7742 2.5925
H 0.0997 -3.3172 2.4219
H 1.4065 -4.3352 1.8831
H 0.6025 -5.3140 3.8435
H 0.7768 -3.7764 4.7510
H 2.5332 -5.0523 5.1929
C -1.2823 -5.5912 1.1044
C -1.9544 -5.1399 -0.1954
O -1.3882 -3.8368 -0.5306
H -1.5371 -6.6435 1.2304
H -1.6051 -5.0214 1.9757
H -0.1997 -5.5070 1.0096
H -3.0419 -5.1093 -0.1291
H -1.7274 -5.8202 -1.0163
H -1.6767 -3.2852 0.2003
C 0.5583 4.6803 -0.4561
C 0.0700 4.5480 0.9760
O -1.0343 5.4230 1.0426
H 1.3657 3.9601 -0.5884
H 0.9681 5.6693 -0.6611
H -0.2652 4.5010 -1.1473
H 0.7369 4.8480 1.7843
H -0.2936 3.5458 1.2026
H -1.7947 4.9440 0.7049
C -0.0207 -0.3771 4.5031
C -1.4827 -0.5002 3.9929
O -1.7283 -1.8393 3.8299
H 0.5952 -0.6579 3.6488
H 0.2714 -1.0810 5.2824
H 0.2019 0.6503 4.7912
H -1.5323 0.0529 3.0550
H -2.1404 0.0533 4.6631
H -2.4430 -2.0707 4.4276
C -4.3972 -2.2516 -0.1445
C -3.8220 -1.9572 1.2898
O -2.4619 -2.2565 1.2602
H -4.4041 -3.3074 -0.4153
H -3.7374 -1.7846 -0.8756
H -5.3634 -1.7823 -0.3299
H -4.2798 -2.5676 2.0682
H -4.0119 -0.9656 1.7006
H -2.1886 -2.2280 2.1800
C 1.6553 3.2345 -3.4080
C 2.7945 2.4664 -2.7650
O 2.2877 1.1480 -2.4172
H 1.2988 2.8017 -4.3428
H 1.8269 4.2550 -3.7506
H 0.8122 3.2847 -2.7190
H 3.1580 3.0023 -1.8882
H 3.6209 2.3374 -3.4639
H 2.0536 1.1948 -1.4873
```

Energy relative to the best compared isomer or geometry (same formula, charge and spin) in kJ/mol: 280.9
E_tot in eV: -54840.757
Maximum force in Eh/bohr: 0.0673
Molar mass in g mol⁻¹: 598.90
Gap between HOMO and LUMO in eV: 9.281
E_LUMO in eV: 0.08

=====

Entry 4:
Density functional theory data (ωB97M-V/def2-TZVPD) for a cluster of 2 separate species, C5H14IN2O in total.

The geometry in XYZ format:
```
23
C5H14IN2O ωB97M-V/def2-TZVPD
C -1.3395 -2.3519 -2.0805
C 0.5472 -2.6526 -0.6168
C -0.6386 2.9762 0.8870
C -0.2693 -0.5026 -0.9817
C 0.8943 1.4300 1.9617
N -0.3708 -1.7780 -1.2258
N 0.7767 2.4709 0.8918
O 1.6825 0.3183 1.4928
I -1.7478 0.7951 -1.6287
H -2.3758 -2.0981 -2.0306
H -1.0650 -1.8109 -2.9694
H -1.1853 -3.3659 -2.1758
H 1.0555 -2.2099 0.2770
H -0.0011 -3.4711 -0.1905
H 1.0809 -3.0972 -1.5041
H -1.3439 2.1299 0.9292
H -0.8451 3.6682 1.6579
H -0.7759 3.2793 -0.1518
H 0.0391 0.8385 2.1545
H 1.3608 1.9181 2.9785
H 0.6076 -0.1939 -0.4389
H 1.2746 3.3371 0.9547
H 2.6387 0.3708 1.8096
```

Energy relative to the best compared isomer or geometry (same formula, charge and spin) in kJ/mol: 67.5
E_tot in eV: -18531.055
Maximum force in Eh/bohr: 0.0820
Charge: +1
Molar mass in g mol⁻¹: 245.08
Gap between HOMO and LUMO in eV: 7.948
E_LUMO in eV: -4.45

=====

Entry 5:
Density functional theory data (ωB97M-V/def2-TZVPD) for a structure of composition C9H22GdN4O7.

The geometry in XYZ format:
```
43
C9H22GdN4O7 ωB97M-V/def2-TZVPD
O 0.1674 -2.2532 -4.5820
H -0.5765 -1.8716 -4.0701
Gd 0.0016 0.0153 -0.0138
N 1.5906 -1.0635 -0.6861
N -0.7076 -1.8527 0.4534
N 0.7743 1.8899 -0.2060
N -1.3671 0.9759 1.1881
O 2.8071 -0.6701 -0.7535
O 1.8845 2.2827 -0.8961
O -2.4531 0.4895 1.8324
O -1.7948 -2.1431 1.1089
C -0.0134 -2.8088 -0.3063
C 1.2158 -2.4007 -0.8796
C 0.1114 2.7840 0.5672
C -1.0463 2.2877 1.3234
C 2.1588 -3.2295 -1.6683
H 2.3169 -2.7564 -2.6444
H 1.8066 -4.2497 -1.8668
H 3.1317 -3.3012 -1.1633
C -0.6289 -4.1523 -0.4028
H -1.6123 -4.0717 -0.8831
H -0.7726 -4.5863 0.5958
H -0.0473 -4.8716 -0.9947
C 0.5502 4.1990 0.6637
C -1.8471 3.1939 2.1857
H 1.1893 4.5409 -0.1545
H 1.1056 4.3695 1.5986
H -0.3194 4.8717 0.6666
H -2.4530 2.6915 2.9441
H -2.5327 3.8019 1.5751
H -1.1920 3.8857 2.7338
H 1.9276 1.6155 -1.6093
H -2.4801 -0.4586 1.5102
C -1.3341 0.0437 -1.5766
H -1.6838 0.0424 -2.5487
H -1.4165 1.1208 -1.3318
H -2.1417 -0.4337 -0.9966
O 2.2166 0.9248 -4.1684
H 1.9333 0.0705 -4.5477
H 1.5135 1.0792 -3.5212
O 1.2430 -0.1203 1.9284
H 0.6118 -0.4558 2.5848
H 1.4333 0.7996 2.1631
```

Energy relative to the best compared isomer or geometry (same formula, charge and spin) in kJ/mol: 579.2
E_tot in eV: -50793.105
Maximum force in Eh/bohr: 0.1516
Charge: +1
Molar mass in g mol⁻¹: 455.55
Gap between HOMO and LUMO (spin up / spin down) in eV: 6.938 / 6.713
Multiplicity: 8
E_LUMO (spin up / spin down) in eV: -5.06 / -5.04

=====

Entry 6:
Density functional theory data (ωB97M-V/def2-TZVPD) for a cluster of 4 separate species, C33H53BrClF9IN5O10P in total.

The geometry in XYZ format:
```
114
C33H53BrClF9IN5O10P ωB97M-V/def2-TZVPD
C 4.7030 -1.3738 -3.6615
C 3.1930 -1.6442 -3.6767
C 2.2350 -0.9299 -2.7181
I 2.9793 1.1744 -2.8201
O 0.9834 -0.8093 -3.3675
C -0.1226 -1.6099 -3.1124
Cl 0.3539 -3.2513 -3.8313
C -1.2447 -1.1359 -4.0528
C -1.4654 0.3556 -4.3390
C -0.4032 0.9948 -5.2554
O 0.1582 2.1927 -4.7495
C -0.5144 -1.7937 -1.5692
C -0.8601 -3.2712 -1.2692
C -2.1556 -3.9727 -1.7813
N -2.5459 -3.9894 -3.1811
C -1.8354 -1.0683 -1.2579
N -2.1475 -0.9537 0.1565
C -3.0778 0.1565 0.4254
N 0.6642 -1.2002 -0.6605
C 0.4126 0.3200 -0.4974
C -0.0302 1.3471 -1.5351
C 0.5013 2.7262 -1.1035
O 0.2883 3.6450 -2.1586
C 0.7305 -1.6814 0.8212
C 0.6086 -3.0200 1.2134
C 0.7577 -3.3734 2.5558
N 1.0525 -2.5239 3.5282
C 1.2387 -1.2710 3.1600
C 1.0905 -0.7948 1.8540
C 2.1166 -1.4802 -1.2633
N 3.0094 -0.7663 -0.3892
P 2.7433 -3.3433 -0.8290
O 2.4921 -4.2756 -2.1266
Br 4.9861 -3.2264 -0.8960
H 5.2200 -2.3039 -3.8949
H 4.9833 -0.6636 -4.4353
H 5.1112 -1.0364 -2.7155
H 2.8379 -1.2831 -4.6440
H 2.9922 -2.7077 -3.6985
H -2.1792 -1.5985 -3.7644
H -1.0208 -1.5672 -5.0270
H -1.6497 0.9671 -3.4613
H -2.4041 0.3846 -4.8972
H 0.4242 0.3130 -5.4299
H -0.8546 1.1861 -6.2332
H -0.5489 2.7600 -4.4305
H -1.1311 -3.2626 -0.2135
H -0.0063 -3.9389 -1.3130
H -2.0200 -5.0029 -1.4481
H -2.9916 -3.6120 -1.1741
H -2.8083 -4.9131 -3.4869
H -3.3291 -3.3814 -3.3641
H -2.6131 -1.6248 -1.7843
H -1.8978 -0.0907 -1.7131
H -2.5648 -1.8054 0.5027
H -2.5396 1.0487 0.7406
H -3.6833 0.4012 -0.4505
H -3.7599 -0.1294 1.2223
H -0.3400 0.3518 0.2877
H 1.3191 0.7117 -0.0570
H -1.1114 1.4869 -1.4826
H 0.2005 1.2222 -2.5834
H 1.5548 2.6612 -0.8327
H -0.0394 3.0780 -0.2228
H 1.1315 3.9976 -2.4492
H 0.4298 -3.8152 0.5331
H 0.6437 -4.4123 2.8301
H 1.5264 -0.5770 3.9388
H 1.3032 0.2460 1.7184
H 3.8981 -0.5876 -0.8406
H 3.1960 -1.2595 0.4803
H 2.7025 -5.1939 -1.9038
C 1.9764 -2.8686 7.0504
C 0.6739 -3.5891 6.7874
O 0.6785 -4.9162 7.3578
C 0.4399 -4.9881 8.6576
O 0.2123 -4.0871 9.4060
C 0.4487 -6.4690 9.1022
F 1.5065 -7.1132 8.6008
F -0.6636 -7.0698 8.6563
F 0.4804 -6.5508 10.4237
H 2.8163 -3.4568 6.6802
H 1.9730 -1.9045 6.5429
H 2.1243 -2.6986 8.1158
H 0.5301 -3.7373 5.7221
H -0.1797 -3.0333 7.1748
C 0.4669 6.0924 -5.7129
C -0.5652 5.8202 -4.6416
O -1.3467 6.9936 -4.3391
C -2.3242 7.2677 -5.1881
O -2.6389 6.6475 -6.1582
C -3.0808 8.5308 -4.7158
F -2.2293 9.5014 -4.3778
F -3.8225 8.2224 -3.6422
F -3.8799 8.9708 -5.6763
H 1.1059 6.9257 -5.4201
H 1.0837 5.2059 -5.8605
H -0.0055 6.3455 -6.6605
H -0.0921 5.5538 -3.7019
H -1.2332 5.0087 -4.9291
C -1.6115 3.7571 7.1280
C -1.9006 2.4313 6.4650
O -1.6736 2.4939 5.0299
C -0.4239 2.4026 4.6357
O 0.5629 2.2541 5.2909
C -0.3687 2.4594 3.0930
F -1.1240 3.4298 2.5859
F -0.8028 1.2826 2.5908
F 0.8846 2.6273 2.6736
H -2.2025 4.5498 6.6698
H -1.8656 3.6984 8.1851
H -0.5587 4.0216 7.0414
H -2.9487 2.1610 6.5597
H -1.2987 1.6254 6.8822
```

E_tot in eV: -187409.521
Maximum force in Eh/bohr: 0.0208
Charge: +1
Molar mass in g mol⁻¹: 1124.03
Gap between HOMO and LUMO in eV: 8.901
E_LUMO in eV: -2.88

=====

- The highest E_tot belongs to which entry?
  C5H12NS

=====

- Which of these has the highest maximum force?
  C9H22GdN4O7

=====

- Among the records above, which one has the lowest molar mass?
  C5H12NS